{
  "formula": "C6H8Br6CaO4",
  "method": "ωB97M-V with the def2-TZVPD basis set",
  "gap_ev": 8.96,
  "spin_multiplicity": 1,
  "homo_energy_ev": -9.868,
  "elements": ["Ca", "C", "C", "O", "O", "H", "H", "H", "C", "C", "O", "O", "H", "H", "H", "C", "Br", "Br", "Br", "H", "C", "Br", "Br", "Br", "H"],
  "positions_angstrom": [[1.61609, 1.86460, -0.12761], [-0.95057, 5.22526, 0.81615], [-0.12230, 4.10204, 0.26968], [0.97036, 4.35157, -0.32822], [-0.50468, 2.90750, 0.43542], [-1.99639, 5.06713, 0.55408], [-0.58152, 6.17258, 0.43732], [-0.92420, 5.19814, 1.90573], [0.68307, -2.04283, 0.71296], [1.16159, -0.62977, 0.75873], [0.47903, 0.30013, 1.25560], [2.24553, -0.36002, 0.12018], [-0.39770, -2.12708, 0.78891], [1.12266, -2.64632, 1.50992], [1.03335, -2.48594, -0.21796], [1.91145, -5.01138, -2.87979], [3.11877, -6.33884, -2.21012], [1.47029, -5.34098, -4.73746], [2.57526, -3.23715, -2.62025], [0.97363, -5.10045, -2.35355], [-2.65982, 0.07033, 1.12198], [-2.44624, -0.74843, 2.87064], [-3.93188, 1.51712, 1.20727], [-3.15252, -1.21634, -0.19620], [-1.69326, 0.50917, 0.90658]]
}